[1]
Formula: C22H36F6N2PSSi2W
Source: OMol25
Level of theory: ωB97M-V/def2-TZVPD

Geometry as XYZ:
```
71
Properties=species:S:1:pos:R:3:forces:R:3
W -0.323 -0.256 -0.324 -0.72 0.11 -0.59
C -1.198 -2.367 0.197 0.05 -0.13 0.12
C 0.163 -2.390 0.601 0.07 0.04 0.09
C 0.971 -2.295 -0.555 0.09 0.17 0.13
C 0.102 -2.209 -1.675 0.04 0.05 0.10
C -1.230 -2.258 -1.218 0.01 -0.07 0.07
H -2.047 -2.449 0.851 0.00 0.00 0.00
H 0.535 -2.456 1.610 0.03 0.00 -0.01
H 2.047 -2.254 -0.555 -0.03 -0.04 0.01
H 0.400 -2.072 -2.701 -0.01 0.03 0.01
H -2.112 -2.150 -1.827 0.00 -0.02 0.00
C 2.843 2.275 -2.521 -0.01 -0.01 -0.02
Si 1.835 0.722 -2.891 -0.01 0.00 0.16
C 1.530 0.523 -4.742 0.01 -0.02 -0.01
C 2.959 -0.713 -2.476 0.05 -0.01 -0.05
N 0.299 0.763 -2.043 -0.05 0.06 -0.18
C -0.619 1.755 -2.415 0.06 -0.02 0.07
C -0.346 2.820 -3.278 -0.06 -0.02 0.02
C -1.329 3.728 -3.655 0.01 -0.01 0.01
C -2.612 3.592 -3.159 0.00 0.00 0.00
C -2.897 2.566 -2.266 0.01 -0.01 0.00
C -1.921 1.653 -1.860 0.10 0.06 0.02
N -2.119 0.624 -0.929 -0.05 0.07 -0.03
Si -3.629 0.625 -0.054 0.08 0.03 -0.01
C -3.725 -0.620 1.348 -0.05 -0.02 -0.02
C -3.936 2.309 0.747 0.00 0.01 0.01
C -5.075 0.151 -1.167 -0.01 -0.04 0.00
H 3.811 2.002 -2.095 -0.02 -0.02 0.00
H 2.328 2.894 -1.785 -0.01 0.02 0.00
H 3.025 2.884 -3.410 -0.01 0.01 0.00
H 2.490 0.515 -5.266 -0.01 0.01 0.00
H 0.902 1.293 -5.188 -0.01 0.01 0.01
H 1.049 -0.443 -4.924 0.00 0.00 0.00
H 3.847 -0.532 -3.093 0.01 -0.02 0.02
H 2.577 -1.695 -2.760 0.00 0.02 -0.01
H 3.286 -0.733 -1.438 -0.01 0.04 -0.04
H 0.651 2.960 -3.667 0.09 -0.01 -0.01
H -1.079 4.537 -4.330 0.00 0.00 0.00
H -3.393 4.286 -3.445 0.00 0.00 0.00
H -3.902 2.496 -1.878 0.00 0.00 0.02
H -2.857 -0.620 2.007 0.02 0.02 0.01
H -3.909 -1.637 0.996 0.01 0.00 0.00
H -4.594 -0.328 1.946 0.00 -0.01 0.00
H -3.029 2.916 0.710 0.00 0.00 -0.01
H -4.216 2.185 1.796 0.00 -0.01 -0.01
H -4.731 2.873 0.256 0.00 0.00 -0.01
H -4.964 -0.893 -1.473 -0.01 0.00 -0.01
H -5.153 0.752 -2.072 0.01 0.00 0.00
H -6.018 0.234 -0.619 0.00 0.00 0.00
S 0.076 1.904 0.898 0.18 0.10 0.01
C -0.244 0.425 1.567 0.19 -0.46 0.01
C 0.164 0.589 5.397 0.00 -0.02 0.03
C -0.266 1.111 4.032 0.00 0.00 0.00
C -1.681 1.681 4.073 -0.02 0.00 0.00
C -0.159 0.002 2.990 -0.04 0.04 -0.05
H 0.087 1.369 6.158 0.00 0.00 0.00
H 1.196 0.237 5.370 0.00 0.00 -0.01
H -0.471 -0.246 5.712 -0.01 0.01 -0.01
H 0.428 1.901 3.730 0.00 0.01 0.01
H -2.400 0.897 4.332 0.01 0.00 0.01
H -1.973 2.098 3.107 0.01 -0.01 0.00
H -1.768 2.473 4.821 0.01 0.00 -0.01
H -0.910 -0.775 3.188 0.00 0.00 -0.01
H 0.816 -0.491 3.068 0.05 0.01 0.04
F 2.817 -0.049 0.600 -0.01 0.08 0.14
P 3.810 -0.478 1.825 0.01 -0.13 -0.04
F 4.811 0.718 1.434 0.00 0.02 0.00
F 4.583 -1.480 0.812 -0.01 0.00 0.00
F 2.993 0.505 2.821 -0.03 0.01 0.00
F 2.774 -1.691 2.202 -0.04 0.06 0.00
F 4.773 -0.928 3.034 0.00 0.00 0.01
```
Positions in Å, forces in eV/Å.

The HOMO energy (spin up / spin down) is -4.025 / -4.464 eV. The spin multiplicity is 3. For the calculated total energy, the calculation gives -80400.916 eV. For the relative energy (zero: lowest compared OMol25 entry of this formula, charge and spin), the calculation gives 8.2 kcal per mole. The value obtained for the molar mass is 745.59 g mol⁻¹. Its total charge is -1.

Here are the Mulliken charges for atoms 1 to 8, given in e:
1 W -0.141
2 C -0.374
3 C -1.050
4 C -0.293
5 C -0.723
6 C -0.617
7 H 0.680
8 H 0.748


[2]
Formula: C3H9NO2
Source: OMol25
Level of theory: ωB97M-V/def2-TZVPD

Geometry as XYZ:
```
15
Properties=species:S:1:pos:R:3:forces:R:3
C 1.595 0.162 -2.111 0.97 -1.31 1.19
N 1.196 -0.591 -0.901 0.33 0.06 -0.31
C 0.218 -0.228 -0.050 -1.08 0.55 -1.03
C 0.111 -1.010 1.226 -0.92 0.51 0.10
O -0.569 0.683 -0.346 0.60 -0.37 0.50
H 0.984 1.011 -2.242 -0.60 1.08 0.30
H 2.665 0.424 -1.962 -0.72 0.04 -0.53
H 1.438 -0.442 -2.991 0.27 -0.33 -0.27
H 1.743 -1.395 -0.636 0.08 0.21 -0.14
H 0.892 -1.715 1.315 0.91 -0.86 0.14
H -0.860 -1.531 1.330 0.45 0.53 -0.16
H 0.209 -0.279 2.026 -0.17 -0.13 0.20
O -2.221 0.844 1.889 -1.25 0.69 0.01
H -3.014 1.354 1.615 0.64 -0.54 0.51
H -1.660 0.949 1.113 0.48 -0.13 -0.51
```
Positions in Å, forces in eV/Å.

The HOMO energy is -9.975 eV. For the calculated total energy, the calculation gives -8842.540 eV. For the relative energy (zero: lowest compared OMol25 entry of this formula, charge and spin), the calculation gives 9.6 kcal per mole. The value obtained for the molar mass is 91.11 g mol⁻¹. Its SMILES is CNC(C)=O.O.

Here are the Mulliken charges for atoms 1 to 8, given in e:
1 C -0.844
2 N -0.254
3 C 0.971
4 C -1.201
5 O -0.774
6 H 0.323
7 H 0.282
8 H 0.287


[3]
Formula: C3H5NO2
Source: OMol25
Level of theory: ωB97M-V/def2-TZVPD

Geometry as XYZ:
```
11
Properties=species:S:1:pos:R:3:forces:R:3
O -0.906 1.038 1.755 0.19 -0.33 -0.09
C -0.211 0.528 0.912 -0.04 0.05 0.07
N 0.885 0.946 0.226 -0.15 0.10 0.14
C 0.798 -0.059 -0.841 0.07 0.16 -0.21
C -0.323 -0.750 0.056 -0.16 -0.16 0.31
O -1.641 -1.000 -0.396 0.32 0.26 -0.26
H 1.428 1.786 0.347 -0.02 0.04 -0.20
H 1.793 -0.517 -1.025 -0.92 -0.34 0.17
H 0.401 0.325 -1.791 0.00 -0.02 0.29
H 0.070 -1.665 0.519 0.05 0.31 0.11
H -2.279 -0.618 0.240 0.65 -0.08 -0.31
```
Positions in Å, forces in eV/Å.

The HOMO energy is -10.055 eV. For the calculated total energy, the calculation gives -8776.310 eV. For the relative energy (zero: lowest compared OMol25 entry of this formula, charge and spin), the calculation gives 31.9 kcal per mole. The value obtained for the molar mass is 87.08 g mol⁻¹. Its SMILES is O=C1NC[C@@H]1O.

Here are the Mulliken charges for atoms 1 to 8, given in e:
1 O -0.611
2 C 0.280
3 N -0.100
4 C -0.468
5 C 0.199
6 O -0.538
7 H 0.190
8 H 0.258


[4]
Formula: C27H66BN8O5P2S2
Source: OMol25
Level of theory: ωB97M-V/def2-TZVPD

Geometry as XYZ:
```
111
Properties=species:S:1:pos:R:3:forces:R:3
C 0.678 5.333 -0.541 -0.23 -0.33 -0.19
C -0.046 4.303 -1.408 -0.16 1.07 -0.33
N -1.411 4.081 -0.914 -0.34 -0.64 -0.06
C -1.609 2.729 -0.412 1.34 0.50 0.30
C -1.878 1.704 -1.510 -0.12 0.06 -0.10
P -3.414 2.055 -2.533 -1.85 -0.17 0.61
C -3.594 3.852 -2.892 0.84 0.18 -0.65
C -4.832 4.151 -3.776 0.34 -0.31 0.61
C -3.209 1.292 -4.213 0.68 0.38 0.73
C -1.780 1.352 -4.797 -0.78 -0.65 -0.43
C -2.012 0.331 -0.853 0.38 -2.06 0.06
S -0.370 -0.185 -0.129 0.72 0.72 0.02
C -2.425 -0.788 -1.846 -0.89 0.50 0.49
C -2.292 -2.219 -1.323 0.14 -0.46 -0.52
C -1.065 -3.047 -1.811 -0.13 0.24 -0.01
C -0.044 -2.343 -2.715 0.63 -0.77 0.20
C 1.386 -2.865 -2.475 0.58 0.20 -0.54
C 2.445 -1.817 -2.922 -0.58 -0.54 0.92
C 3.037 -1.056 -1.717 0.11 0.56 -0.46
C 2.950 0.474 -1.837 0.78 -0.29 0.42
O 3.243 0.908 -3.155 -0.60 0.05 0.15
C 2.179 1.549 -3.826 0.47 -0.12 -0.51
N -3.026 0.319 0.222 0.27 1.15 -0.26
C -3.372 1.556 0.714 -0.40 0.47 0.40
N -4.550 1.593 1.298 0.06 -0.14 0.20
S -5.512 0.147 1.398 -0.16 -0.43 -0.24
O -5.063 2.711 1.881 0.12 0.12 0.16
B -5.860 3.473 0.964 -0.62 0.68 -0.20
O -7.086 3.838 1.435 0.33 -0.83 0.27
O -5.367 3.854 -0.248 0.04 -0.93 0.21
N -2.620 2.702 0.663 0.08 -0.75 -0.53
C -2.094 3.119 1.968 0.32 0.84 0.32
N -1.151 2.188 2.562 -0.30 -0.02 -0.07
C -1.053 2.285 4.016 0.05 -0.12 0.03
H 0.031 6.208 -0.455 0.02 0.02 0.18
H 0.866 4.902 0.443 0.14 0.22 0.09
H 1.600 5.683 -1.000 0.14 -0.19 0.09
H 0.515 3.371 -1.507 -0.07 -0.10 0.22
H -0.123 4.724 -2.415 0.06 -0.17 -0.09
H -1.669 4.756 -0.208 0.07 0.06 0.00
H -0.650 2.449 0.047 -0.16 -0.39 0.10
H -0.984 1.642 -2.140 0.03 0.16 0.02
H -2.687 4.197 -3.396 -0.04 0.11 0.00
H -3.643 4.424 -1.974 0.04 -0.22 0.14
H -5.336 3.243 -4.105 -0.07 0.06 -0.14
H -4.520 4.735 -4.636 -0.23 0.01 -0.11
H -5.540 4.727 -3.181 -0.13 0.09 -0.20
H -3.575 0.275 -4.103 0.08 -0.07 -0.22
H -3.938 1.812 -4.833 0.06 0.08 -0.03
H -1.852 1.582 -5.860 0.25 0.26 0.03
H -1.349 0.350 -4.763 0.30 0.12 0.19
H -1.130 2.059 -4.288 0.05 0.10 -0.13
H -0.707 -0.951 0.923 -0.39 0.01 -0.21
H -1.958 -0.620 -2.813 0.30 -0.19 0.09
H -3.495 -0.613 -1.998 0.03 0.10 -0.15
H -3.194 -2.751 -1.632 -0.01 0.02 0.00
H -2.321 -2.258 -0.232 -0.03 0.20 0.03
H -1.432 -3.924 -2.346 -0.04 -0.02 0.03
H -0.549 -3.450 -0.938 0.06 0.12 0.04
H -0.258 -2.559 -3.764 -0.23 0.34 -0.04
H 0.008 -1.263 -2.585 -0.27 0.02 0.08
H 1.566 -3.776 -3.052 -0.26 -0.13 0.10
H 1.558 -3.124 -1.429 -0.14 0.01 0.05
H 1.921 -1.146 -3.603 0.38 0.13 -0.20
H 3.256 -2.316 -3.445 -0.05 0.13 -0.24
H 4.098 -1.289 -1.623 -0.02 -0.16 0.01
H 2.586 -1.361 -0.770 -0.05 -0.01 0.00
H 3.734 0.883 -1.192 -0.14 0.14 0.09
H 2.001 0.867 -1.457 -0.16 0.01 -0.31
H 2.398 2.617 -3.919 -0.27 0.09 0.16
H 1.208 1.372 -3.355 0.02 0.10 0.15
H 2.120 1.148 -4.842 -0.01 -0.01 0.00
H -2.803 -0.319 0.979 -0.33 -0.26 -0.10
H -6.409 0.602 2.292 0.35 0.38 0.03
H -7.791 3.591 0.828 -0.24 0.60 -0.08
H -5.776 3.398 -0.994 0.13 0.26 -0.31
H -1.562 4.059 1.793 -0.10 0.04 -0.12
H -2.905 3.381 2.653 -0.21 -0.26 -0.13
H -1.271 1.239 2.244 -0.04 -0.01 -0.01
H -1.905 2.801 4.473 -0.10 -0.02 -0.13
H -1.031 1.280 4.436 0.16 0.04 0.12
H -0.155 2.820 4.322 0.04 -0.04 -0.01
O 4.157 -2.488 1.522 2.06 1.67 1.46
P 4.128 -3.129 2.874 -3.86 -4.11 -0.63
N 4.659 -4.719 2.516 0.40 0.25 -0.07
C 4.356 -5.915 3.278 -0.03 -0.08 0.53
C 5.975 -4.793 1.877 0.07 0.36 -0.42
N 2.428 -3.093 3.158 -0.09 0.04 -0.19
C 1.667 -4.206 3.690 0.04 0.02 0.49
C 1.634 -2.373 2.181 0.01 0.14 -0.34
N 4.454 -3.167 4.576 1.31 2.45 -0.78
C 3.929 -1.980 5.303 -0.34 -0.03 0.17
C 5.903 -3.213 4.893 0.18 -0.59 -0.04
H 4.844 -5.963 4.262 0.00 0.04 -0.02
H 4.680 -6.793 2.718 0.11 0.12 -0.11
H 3.290 -6.049 3.429 0.02 0.14 0.04
H 6.800 -4.521 2.547 0.01 -0.15 0.00
H 6.016 -4.120 1.020 -0.06 0.05 0.06
H 6.166 -5.798 1.503 -0.14 -0.06 0.07
H 1.503 -4.991 2.941 -0.02 -0.02 0.03
H 0.684 -3.860 4.026 0.01 0.08 -0.09
H 2.141 -4.635 4.572 0.15 -0.03 -0.10
H 1.488 -2.955 1.259 -0.06 0.09 -0.05
H 2.096 -1.424 1.918 0.08 -0.07 -0.09
H 0.645 -2.136 2.596 0.04 -0.19 0.18
H 4.361 -1.047 4.931 0.07 0.02 0.09
H 4.165 -2.073 6.363 0.16 -0.08 -0.05
H 2.849 -1.910 5.225 0.00 -0.11 -0.18
H 6.466 -2.417 4.398 0.03 0.06 0.09
H 6.340 -4.170 4.614 -0.11 -0.01 -0.15
H 6.049 -3.117 5.967 -0.13 0.06 0.01
```
Positions in Å, forces in eV/Å.

The HOMO energy is -10.201 eV. For the calculated total energy, the calculation gives -92145.286 eV. The value obtained for the molar mass is 719.77 g mol⁻¹. Its total charge is +1.

Here are the Mulliken charges for atoms 1 to 8, given in e:
1 C -1.484
2 C 0.115
3 N 0.322
4 C -2.442
5 C 0.565
6 P -0.396
7 C -0.393
8 C -1.341